ORCA calculation (ωB97M-V/def2-TZVPD) on an isolated molecule of C8H12Cl2OSi in a non-equilibrium geometry.

The lowest unoccupied orbital energy (spin up / spin down) comes out at -0.50 / -0.51 eV. For the frontier orbital gap (spin up / spin down), the calculation gives 8.12 / 7.84 eV. The value obtained for the HOMO energy (spin up / spin down) is -0.317 / -0.307 Eh. The largest force on an atom comes out at 1.82 eV/Å. As for the total energy: -43457.676 eV. The value obtained for the energy relative to the best compared isomer or geometry (same formula, charge and spin) is 1.596 eV. As for the multiplicity: 1.

Atoms and positions in Å:
C 0.05 -0.12 0.47
C -0.49 0.10 1.64
C 1.26 -1.42 2.43
C 0.30 -0.38 2.83
C -1.75 0.86 1.93
C -0.75 -1.42 -2.15
C 2.11 -0.23 -1.75
C -0.33 1.71 -1.96
O 1.64 -2.46 2.82
Si 0.26 -0.01 -1.36
Cl 1.34 0.95 3.44
Cl -0.75 -0.90 4.31
H -2.15 1.29 1.02
H -1.55 1.65 2.65
H -2.49 0.18 2.36
H -1.77 -1.42 -1.79
H -0.78 -1.33 -3.23
H -0.31 -2.39 -1.91
H 2.30 -0.16 -2.82
H 2.72 0.52 -1.25
H 2.47 -1.20 -1.42
H -1.40 1.83 -1.83
H 0.17 2.50 -1.41
H -0.11 1.85 -3.02



ORCA calculation (ωB97M-V/def2-TZVPD) on a structure of composition C8H12Cl2OZr in a non-equilibrium geometry.

The lowest unoccupied orbital energy comes out at -0.68 eV. For the frontier orbital gap, the calculation gives 7.36 eV. The value obtained for the HOMO energy is -0.296 Eh. The largest force on an atom comes out at 4.58 eV/Å. As for the total energy: -36864.446 eV. The value obtained for the energy relative to the best compared isomer or geometry (same formula, charge and spin) is 0.000 eV. As for the multiplicity: 1.

Atoms and positions in Å:
Zr -0.30 -0.67 -0.18
Cl -2.53 -0.51 -0.98
Cl 0.49 -2.16 1.49
C 0.22 -1.99 -1.66
H 0.88 -2.84 -1.42
H -0.43 -2.21 -2.51
C 1.39 0.39 -1.06
C 1.21 -0.67 -2.03
H 2.06 0.08 -0.23
C 0.86 -0.27 -3.51
H 2.18 -1.17 -2.11
C 1.60 0.99 -3.93
H 1.17 -1.10 -4.16
H -0.23 -0.17 -3.64
C 1.45 2.15 -2.95
H 2.66 0.74 -4.06
H 1.25 1.31 -4.91
C 1.70 1.82 -1.46
H 2.13 2.95 -3.28
H 0.45 2.58 -3.04
H 2.75 2.06 -1.21
H 1.10 2.52 -0.85
O -1.58 0.38 3.04
C -1.22 0.29 1.96



ORCA calculation (ωB97M-V/def2-TZVPD) on an isolated molecule of C8H12F2 in a non-equilibrium geometry.

The lowest unoccupied orbital energy (spin up / spin down) comes out at 0.75 / 0.84 eV. For the frontier orbital gap (spin up / spin down), the calculation gives 8.93 / 8.70 eV. The value obtained for the HOMO energy (spin up / spin down) is -0.301 / -0.289 Eh. The largest force on an atom comes out at 5.27 eV/Å. As for the total energy: -13920.370 eV. The value obtained for the energy relative to the best compared isomer or geometry (same formula, charge and spin) is 1.690 eV. As for the multiplicity: 1.

Atoms and positions in Å:
C -0.80 0.32 -0.23
C -0.34 1.53 -0.12
C 0.17 -0.78 -0.39
C 1.59 -0.62 0.34
C 2.10 0.71 -0.04
C -2.27 -0.05 -0.31
C -0.65 2.90 0.27
C 2.41 -1.95 0.34
F 2.53 0.66 -1.33
F 2.98 1.31 0.81
H -0.22 -1.72 -0.03
H 0.39 -0.97 -1.40
H 1.09 -0.34 1.36
H -2.87 0.72 -0.09
H -2.31 -0.77 0.50
H -2.52 -0.64 -1.08
H -1.80 3.08 0.32
H -0.37 3.73 -0.51
H -0.04 3.10 1.29
H 3.41 -1.70 0.05
H 1.98 -2.64 -0.24
H 2.43 -2.38 1.31



ORCA calculation (ωB97M-V/def2-TZVPD) on a cluster of 2 separate species, C8H12F3N3O in total in a non-equilibrium geometry.

The lowest unoccupied orbital energy (spin up / spin down) comes out at 0.38 / 0.00 eV. For the frontier orbital gap (spin up / spin down), the calculation gives 8.68 / 7.86 eV. The value obtained for the HOMO energy (spin up / spin down) is -0.305 / -0.289 Eh. The largest force on an atom comes out at 5.11 eV/Å. As for the total energy: -23156.398 eV. The value obtained for the energy relative to the best compared isomer or geometry (same formula, charge and spin) is 3.688 eV. As for the multiplicity: 1.

Atoms and positions in Å:
C -3.16 0.46 1.18
C -3.41 -0.40 0.20
C -1.28 -0.29 0.53
C 0.97 2.24 -0.06
C -1.90 -1.83 -1.29
C 1.89 1.09 0.38
C 1.24 -0.25 -0.10
C 1.48 -1.46 0.90
N -1.81 0.57 1.34
N -2.18 -0.94 -0.20
N 3.11 1.20 -0.39
O 1.19 -0.67 -1.30
F 1.31 -2.64 0.26
F 0.62 -1.41 1.96
F 2.74 -1.49 1.26
H -3.89 1.00 1.96
H -4.39 -0.63 -0.18
H 1.46 3.19 0.12
H 0.85 2.31 -1.16
H -0.14 2.22 0.29
H -0.76 -1.90 -1.43
H -2.19 -2.80 -1.12
H -2.39 -1.41 -2.15
H 1.94 1.04 1.51
H 3.36 2.07 -0.62
H 3.88 0.68 0.10
H 1.44 0.03 -1.99



ORCA calculation (ωB97M-V/def2-TZVPD) on a cluster of 2 separate species, C8H12F4N2Si in total in a non-equilibrium geometry.

The lowest unoccupied orbital energy (spin up / spin down) comes out at 0.10 / -0.30 eV. For the frontier orbital gap (spin up / spin down), the calculation gives 7.54 / 7.97 eV. The value obtained for the HOMO energy (spin up / spin down) is -0.274 / -0.304 Eh. The largest force on an atom comes out at 4.06 eV/Å. As for the total energy: -30214.308 eV. The value obtained for the energy relative to the best compared isomer or geometry (same formula, charge and spin) is 0.000 eV. As for the multiplicity: 1.

Atoms and positions in Å:
C -1.22 -2.12 3.23
C -1.31 -1.65 4.49
C -2.25 -1.55 2.44
C 2.77 0.69 0.60
C 1.17 1.18 -2.05
C 1.45 -1.72 -0.82
C -2.43 -1.56 1.07
C -0.29 0.51 0.72
N -2.40 -0.88 4.60
N -2.98 -0.82 3.38
F -1.96 -2.34 0.11
F -3.57 -0.94 0.62
F -1.11 1.56 0.47
F 0.06 0.67 2.02
Si 1.17 0.16 -0.48
H -0.45 -2.81 2.83
H -0.87 -1.90 5.44
H 2.89 0.10 1.43
H 3.53 0.62 -0.16
H 2.85 1.76 0.93
H 1.70 0.75 -2.93
H 0.07 1.55 -2.43
H 1.79 2.04 -1.75
H 0.94 -2.17 -1.64
H 2.48 -1.99 -0.91
H 1.02 -2.31 0.07
H -3.88 -0.24 3.28



ORCA calculation (ωB97M-V/def2-TZVPD) on a structure of composition C8H12InO6 in a non-equilibrium geometry.

The lowest unoccupied orbital energy comes out at -16.83 eV. For the frontier orbital gap, the calculation gives 1.25 eV. Its total charge is +3. The value obtained for the HOMO energy is -0.664 Eh. The largest force on an atom comes out at 4.83 eV/Å. As for the total energy: -25911.978 eV. The value obtained for the energy relative to the best compared isomer or geometry (same formula, charge and spin) is 0.336 eV. As for the multiplicity: 1.

Atoms and positions in Å:
In -15.41 21.41 20.29
C -13.76 27.63 11.92
C -14.25 26.23 11.61
C -13.27 25.33 11.04
O -13.18 24.33 12.01
C -14.22 24.45 12.93
O -14.39 23.61 13.84
O -14.88 25.54 12.75
H -14.67 28.21 12.06
H -13.24 28.05 11.05
H -13.15 27.69 12.82
H -15.19 26.32 11.06
H -12.27 25.77 10.93
H -13.55 24.86 10.10
C -21.41 28.46 21.69
C -22.22 27.22 21.23
C -23.05 27.22 19.97
O -22.58 26.07 19.28
C -21.44 25.58 19.84
O -20.83 24.59 19.47
O -21.17 26.33 20.92
H -20.89 29.07 20.96
H -20.68 28.09 22.41
H -22.17 29.11 22.12
H -22.72 26.69 22.05
H -22.97 28.15 19.40
H -24.09 26.94 20.13



ORCA calculation (ωB97M-V/def2-TZVPD) on an isolated molecule of C8H12N2 in a non-equilibrium geometry.

The lowest unoccupied orbital energy comes out at 0.98 eV. For the frontier orbital gap, the calculation gives 9.99 eV. The value obtained for the HOMO energy is -0.331 Eh. The largest force on an atom comes out at 4.85 eV/Å. As for the total energy: -11468.272 eV. The value obtained for the energy relative to the best compared isomer or geometry (same formula, charge and spin) is 2.966 eV. The structure (SMILES) is C[C@H]1C[C@]1(C)n1cccn1. As for the multiplicity: 1.

Atoms and positions in Å:
C -1.65 -1.02 -2.95
C -1.84 0.38 -2.67
C -1.03 -1.44 -1.79
C 1.40 -0.74 0.15
C 1.03 0.75 -0.06
C -0.01 -0.32 0.08
C 1.27 1.66 1.24
C -0.96 -0.45 1.28
N -1.26 0.81 -1.61
N -0.76 -0.29 -1.12
H -2.00 -1.56 -3.80
H -2.05 1.19 -3.37
H -0.77 -2.53 -1.51
H 1.97 -1.33 -0.60
H 1.76 -0.87 1.17
H 1.05 1.17 -1.05
H 1.53 0.99 2.11
H 0.55 2.32 1.58
H 2.17 2.24 1.06
H -1.68 0.42 1.16
H -0.50 -0.42 2.24
H -1.51 -1.35 1.17



ORCA calculation (ωB97M-V/def2-TZVPD) on a structure of composition C8H12N2O3S in a non-equilibrium geometry.

The lowest unoccupied orbital energy comes out at -0.42 eV. For the frontier orbital gap, the calculation gives 8.40 eV. The value obtained for the HOMO energy is -0.324 Eh. The largest force on an atom comes out at 4.26 eV/Å. As for the total energy: -28445.429 eV. The value obtained for the energy relative to the best compared isomer or geometry (same formula, charge and spin) is 2.160 eV. As for the multiplicity: 1.

Atoms and positions in Å:
C 2.45 -0.46 -1.29
C 1.22 -0.99 -1.18
C 3.05 0.22 -0.16
C -1.03 -1.04 0.00
C 2.14 0.62 0.99
C 0.80 0.04 1.00
C 0.38 -0.70 -0.05
C -1.44 -2.21 -0.82
N 4.30 0.39 -0.16
N -3.32 1.82 0.65
O -1.81 -0.51 0.77
O -1.58 3.30 1.42
O -1.25 1.83 -0.53
S -1.61 1.75 0.87
H 3.07 -0.73 -2.21
H 0.79 -1.56 -1.98
H 2.82 0.69 1.95
H 2.05 1.72 0.86
H 0.10 0.19 1.82
H -1.70 3.87 0.73
H -1.23 -1.93 -1.81
H -2.45 -2.49 -0.83
H -0.82 -2.95 -0.54
H 4.79 0.74 0.60
H -3.55 1.36 -0.23
H -3.83 1.36 1.42



ORCA calculation (ωB97M-V/def2-TZVPD) on a cluster of 2 separate species, C8H12N2O4S in total in a non-equilibrium geometry.

The lowest unoccupied orbital energy comes out at -0.37 eV. For the frontier orbital gap, the calculation gives 9.40 eV. The value obtained for the HOMO energy is -0.359 Eh. The largest force on an atom comes out at 3.41 eV/Å. As for the total energy: -30494.691 eV. The value obtained for the energy relative to the best compared isomer or geometry (same formula, charge and spin) is 0.326 eV. As for the multiplicity: 1.

Atoms and positions in Å:
C -1.14 -1.91 2.64
C -0.83 -2.46 1.41
C -0.79 -0.59 2.98
C -0.02 -1.70 0.58
C -0.03 0.19 2.09
C 0.30 -0.41 0.86
C 2.18 -0.38 -0.90
C 1.10 0.42 -0.09
N 1.03 1.67 -0.29
N 1.64 -0.79 -2.23
O -1.41 2.24 -0.16
O -0.83 2.44 -2.53
O -2.96 1.54 -1.85
O -0.92 0.26 -1.40
S -1.62 1.52 -1.40
H -1.76 -2.31 3.37
H -1.12 -3.38 1.03
H -0.88 -0.38 4.03
H 0.28 -2.12 -0.35
H 0.20 1.24 2.45
H 2.98 0.26 -1.22
H 2.51 -1.23 -0.30
H 1.53 2.04 -1.11
H -0.04 2.14 -0.07
H -1.33 3.19 -2.97
H 1.04 -0.03 -2.53
H 0.89 -1.46 -2.05



ORCA calculation (ωB97M-V/def2-TZVPD) on the ion C8H12N3 with charge +1 in a non-equilibrium geometry.

The lowest unoccupied orbital energy comes out at -3.34 eV. For the frontier orbital gap, the calculation gives 10.10 eV. Its total charge is +1. The value obtained for the HOMO energy is -0.494 Eh. The largest force on an atom comes out at 3.75 eV/Å. As for the total energy: -12953.333 eV. The value obtained for the energy relative to the best compared isomer or geometry (same formula, charge and spin) is 1.478 eV. The structure (SMILES) is C[C@H]1[NH+]=CN[C@@H]2N=CC=C[C@@H]21. As for the multiplicity: 1.

Atoms and positions in Å:
C -2.28 -1.05 0.30
C -1.19 -1.35 -0.40
C -2.43 0.34 0.85
C 1.39 1.98 -0.07
C -0.14 -0.29 -0.62
C 1.06 -0.43 0.39
C -0.83 1.07 -0.60
C 1.78 -1.72 0.05
N -1.76 1.32 0.47
N 0.18 2.21 -0.60
N 1.80 0.82 0.43
H -3.13 -1.82 0.55
H -0.90 -2.31 -0.78
H -3.26 0.25 1.66
H 1.99 2.86 -0.09
H 0.14 -0.35 -1.67
H 0.64 -0.52 1.38
H -1.48 1.10 -1.49
H 1.17 -2.57 0.47
H 2.83 -1.77 0.51
H 2.03 -1.67 -1.07
H -0.28 3.13 -0.58
H 2.67 0.77 0.89



What is the formula in the ninth record? C8H12N2O4S



Which formula does entry 8 have? C8H12N2O3S